{
  "formula": "C5H14OS",
  "method": "ωB97M-V/def2-TZVPD",
  "symbols": ["C", "C", "S", "C", "H", "H", "H", "H", "H", "H", "H", "H", "C", "O", "C", "H", "H", "H", "H", "H", "H"],
  "positions_angstrom": [[0.99796, -0.43493, -1.68388], [1.65731, -1.59982, -0.95566], [0.51813, -3.00546, -0.88960], [1.57044, -4.16444, 0.00138], [1.68924, 0.42354, -1.72608], [0.73298, -0.72426, -2.71473], [0.07964, -0.12168, -1.15931], [1.93130, -1.31320, 0.07790], [2.58328, -1.91452, -1.47432], [2.49643, -4.38081, -0.55750], [1.00924, -5.10524, 0.13012], [1.84310, -3.77825, 0.99794], [0.28277, -2.95997, 2.03944], [1.09238, -1.88584, 1.60419], [0.29130, -0.81248, 1.15159], [0.95188, -3.76769, 2.38075], [-0.35002, -3.34841, 1.22378], [-0.36819, -2.66393, 2.87922], [-0.34113, -1.10914, 0.29799], [-0.35929, -0.42466, 1.95343], [0.96682, -0.00411, 0.82476]],
  "forces_ev_per_angstrom": [[-0.03, 0.06, -0.49], [0.96, 0.17, -0.43], [0.76, -0.41, -1.16], [0.74, -0.57, -0.12], [-0.28, -0.27, -0.01], [0.08, 0.20, 0.34], [0.45, 0.02, -0.58], [0.32, -0.52, -1.47], [-0.47, 0.12, 0.08], [-0.44, 0.06, 0.04], [0.22, 0.36, -0.09], [0.23, -0.40, -1.26], [-0.61, -0.23, 1.37], [-0.99, 0.01, 1.13], [-0.59, 0.88, 0.81], [-0.59, 0.53, 0.24], [0.14, 0.26, 0.60], [0.21, 0.07, -0.12], [0.14, 0.07, 0.77], [0.22, -0.16, -0.05], [-0.48, -0.25, 0.41]],
  "mulliken_charge": [-1.170, -0.470, -0.142, -0.715, 0.319, 0.355, 0.341, 0.376, 0.467, 0.339, 0.336, 0.162, -0.730, -0.420, -0.840, 0.258, 0.309, 0.285, 0.285, 0.392, 0.264],
  "e_above_lowest_kj_mol": 217.3,
  "smiles": "CCSC.COC",
  "lumo_ev": 0.94,
  "molar_mass_da": 122.23,
  "energy_ev": -18292.49979,
  "gap_ev": 9.130
}


{
  "formula": "C5H14Si",
  "method": "ωB97M-V/def2-TZVPD",
  "symbols": ["C", "Si", "C", "C", "C", "C", "H", "H", "H", "H", "H", "H", "H", "H", "H", "H", "H", "H", "H", "H"],
  "positions_angstrom": [[2.42161, 0.49638, 0.21234], [1.18746, -0.91029, -0.16819], [-0.59438, -0.05440, -0.06414], [-1.59537, -1.20938, 0.04682], [-0.69601, 0.88943, 1.18269], [-0.94912, 0.72292, -1.31043], [2.03586, 0.98297, 1.29907], [3.45333, -0.00145, 0.24306], [2.56480, 1.28035, -0.54283], [1.15651, -1.95433, 1.15545], [1.58544, -1.64818, -1.48274], [-2.59894, -0.92336, 0.31295], [-1.57970, -2.06334, -0.69135], [-1.45854, -1.69150, 1.14164], [-1.72361, 1.26122, 1.12687], [0.11708, 1.61510, 1.04550], [-0.59011, 0.13231, 2.03377], [-1.84085, 1.37290, -1.24142], [-0.08442, 1.53266, -1.49938], [-1.01719, 0.01649, -2.11685]],
  "forces_ev_per_angstrom": [[0.35, -0.26, 2.08], [-0.50, 0.08, 1.44], [-0.12, -0.88, -0.35], [0.36, -2.06, 3.56], [0.35, -2.90, -0.70], [2.38, 2.53, -0.21], [1.62, -1.34, -2.98], [-1.28, 0.80, 0.65], [-0.55, -0.09, 0.22], [0.24, 1.33, -1.98], [-0.54, 0.51, 1.02], [-0.86, 0.70, -1.02], [0.08, 1.20, 0.58], [0.45, 0.37, -2.32], [0.33, 0.46, 0.44], [-0.68, 0.12, 0.75], [0.09, 1.75, -0.48], [0.03, -0.69, 0.16], [-1.65, -1.78, -0.05], [-0.09, 0.14, -0.82]],
  "mulliken_charge": [-0.923, 0.329, 1.302, -1.614, -1.608, -1.477, 0.207, 0.307, 0.313, -0.077, -0.117, 0.416, 0.327, 0.336, 0.451, 0.389, 0.381, 0.338, 0.294, 0.424],
  "e_above_lowest_kj_mol": 142.6,
  "smiles": "C[SiH2]C(C)(C)C",
  "lumo_ev": 0.83,
  "molar_mass_da": 102.25,
  "energy_ev": -13287.88169,
  "gap_ev": 10.506
}


{
  "formula": "C5H15AlBrF5LiN5O5",
  "method": "ωB97M-V/def2-TZVPD",
  "symbols": ["N", "C", "N", "N", "C", "O", "N", "C", "O", "F", "H", "H", "H", "H", "H", "H", "O", "C", "N", "C", "H", "H", "H", "H", "H", "F", "Al", "F", "F", "F", "O", "H", "H", "H", "Br", "O", "H", "Li"],
  "positions_angstrom": [[1.91109, 1.00420, 1.91181], [0.96728, 1.47415, 1.03737], [-0.23825, 0.92230, 1.06798], [1.38504, 2.49882, 0.14477], [1.62439, 1.96827, -1.15479], [1.25618, 2.56635, -2.11312], [2.37092, 0.74194, -1.16182], [1.59917, -0.37651, -1.54326], [0.52881, -0.33877, -2.01669], [2.22348, -1.53018, -1.28642], [2.49418, 0.31749, 1.42194], [1.38588, 0.50362, 2.64140], [-0.40891, 0.05176, 0.46755], [-0.98357, 1.19990, 1.68758], [0.71933, 3.26386, 0.10038], [3.22295, 0.83254, -1.70653], [-0.23010, -1.05199, 3.41270], [-0.66320, -1.87678, 4.24515], [-1.40672, -1.52014, 5.28016], [-0.38426, -3.35663, 4.13027], [-1.77728, -2.21298, 5.96794], [-1.61334, -0.54171, 5.39510], [0.69209, -3.51829, 4.15680], [-0.79100, -3.76194, 3.16459], [-0.84290, -3.90342, 4.96173], [-1.26591, -0.39855, -7.03273], [-0.59469, 0.27530, -5.62499], [-1.65623, 0.06242, -4.32395], [-0.35317, 2.01563, -5.89791], [0.90048, -0.45481, -5.28734], [-1.52183, 4.28704, -7.52295], [-1.06751, 3.47788, -7.15116], [-0.87689, 4.96666, -7.79093], [-2.17717, 4.64111, -6.89248], [-1.16584, -1.61727, 1.40344], [-1.15446, -3.56035, 7.03958], [-0.36282, -3.22485, 7.47298], [-1.74524, -3.82607, 1.39586]],
  "forces_ev_per_angstrom": [[-1.37, -0.43, -0.63], [1.28, -0.29, 1.59], [-0.60, 2.23, -0.78], [0.05, -1.72, -0.32], [-0.21, 1.15, -0.37], [0.37, 0.00, -0.38], [0.05, -0.23, 0.53], [0.00, -0.18, -0.53], [-0.75, -0.02, 0.25], [0.42, 0.48, 0.03], [1.02, 0.71, 0.25], [0.12, -0.56, -0.22], [-0.17, 0.23, 0.77], [-0.06, -0.39, 0.03], [-0.28, -0.24, -0.25], [0.10, -0.11, 0.16], [1.68, 0.54, 3.35], [0.43, 0.57, 0.13], [-0.97, 0.14, -0.09], [-0.47, -0.48, -0.27], [1.03, -0.42, 0.43], [0.09, 0.03, -0.08], [-0.01, -0.06, -0.20], [0.53, 0.40, 0.64], [0.17, 0.15, 0.23], [0.19, 0.55, 0.24], [0.03, -0.55, 0.23], [0.23, 0.39, -0.42], [-0.53, 0.21, -0.63], [-0.29, 0.50, -0.12], [0.07, -0.17, -0.03], [0.26, -0.78, 0.62], [0.05, -0.03, 0.06], [0.04, -0.11, 0.09], [-2.09, -1.99, -3.95], [-0.44, 0.09, -0.34], [-0.04, 0.02, 0.03], [0.07, 0.38, -0.06]],
  "mulliken_charge": [-0.411, -0.055, -0.201, -0.108, 0.355, -0.463, -0.185, 0.545, -0.315, -0.269, 0.375, 0.392, -0.029, 0.182, 0.348, 0.356, -0.650, 0.752, -0.302, -0.335, 0.231, 0.209, 0.198, -0.387, 0.373, -0.371, 0.586, -0.358, -0.470, -0.381, -0.370, 0.472, 0.452, 0.450, -0.593, -1.088, 0.164, 0.902],
  "lumo_ev": -2.48,
  "molar_mass_da": 434.02,
  "energy_ev": -113550.15706,
  "gap_ev": 3.057
}


{
  "formula": "C5H15BrN3O2Y",
  "method": "ωB97M-V/def2-TZVPD",
  "symbols": ["Y", "Br", "C", "O", "N", "N", "H", "H", "H", "H", "C", "C", "C", "O", "C", "N", "H", "H", "H", "H", "H", "H", "H", "H", "H", "H", "H"],
  "positions_angstrom": [[-1.10784, -1.42039, -6.05421], [-0.61062, -0.77635, -3.43010], [0.37085, -3.70064, -0.25020], [0.49561, -4.45358, 0.67674], [-0.76209, -2.95020, -0.44530], [1.31662, -3.57072, -1.25476], [-1.39104, -2.91430, 0.33634], [-0.82382, -2.30602, -1.20691], [2.14510, -4.10374, -1.04887], [1.39017, -2.74712, -1.81810], [-2.11516, 1.53965, 0.07507], [-0.72510, 2.13736, 0.23181], [0.16441, 1.35832, 1.21054], [1.21307, 2.19246, 1.58402], [1.90474, 1.74939, 2.74460], [-0.15327, 2.30174, -1.10999], [-2.66675, 1.37780, 1.00058], [-2.04251, 0.57533, -0.45134], [-2.76493, 2.17517, -0.52884], [-0.84913, 3.16701, 0.58273], [0.52339, 0.48526, 0.63052], [-0.41877, 0.94798, 2.03963], [1.23070, 1.63833, 3.59628], [2.61139, 2.53204, 3.02006], [2.47300, 0.84438, 2.52172], [0.84593, 2.48082, -1.01069], [-0.25395, 1.44005, -1.64134]],
  "forces_ev_per_angstrom": [[0.58, 0.74, 3.12], [-0.59, -0.71, -3.22], [-0.09, 0.23, -0.43], [0.15, -0.20, 0.24], [0.04, -0.07, 0.06], [-0.12, -0.61, 0.16], [-0.18, 0.16, -0.08], [-0.20, 0.12, 0.20], [0.23, 0.20, -0.19], [0.18, 0.15, 0.16], [-0.25, -0.33, -0.27], [-1.04, 0.67, -0.44], [-0.13, -0.27, -0.91], [0.00, -0.08, 0.25], [0.39, 0.50, -0.01], [0.61, -0.51, 0.56], [0.34, -0.04, 0.16], [-0.06, -0.04, 0.15], [0.23, 0.11, -0.10], [0.19, -0.14, 0.42], [0.14, -0.05, 0.22], [0.03, 0.35, 0.26], [-0.11, -0.33, -0.10], [-0.01, -0.01, -0.18], [-0.15, -0.19, 0.20], [-0.12, 0.27, -0.21], [-0.03, 0.06, -0.01]],
  "mulliken_charge": [1.669, 0.042, 0.626, -0.555, -0.269, -0.385, 0.210, 0.027, 0.249, 0.146, -1.241, 0.511, -0.547, -0.333, -0.732, -0.532, 0.405, 0.164, 0.348, 0.268, 0.175, 0.460, 0.321, 0.272, 0.300, 0.320, 0.080],
  "e_above_lowest_kj_mol": 553.2,
  "charge": 2,
  "lumo_ev": -11.99,
  "molar_mass_da": 318.00,
  "energy_ev": -85058.22088,
  "gap_ev": 1.973
}


{
  "formula": "C5H15ClN2Si",
  "method": "ωB97M-V/def2-TZVPD",
  "symbols": ["C", "C", "C", "C", "C", "N", "N", "Si", "Cl", "H", "H", "H", "H", "H", "H", "H", "H", "H", "H", "H", "H", "H", "H", "H"],
  "positions_angstrom": [[3.17267, -1.45686, 0.17698], [-2.79245, 0.16411, 0.62211], [1.78629, -0.96277, 0.57522], [-2.40497, 1.49406, 0.05821], [-0.43092, 2.21509, 1.40101], [1.21267, -0.11695, -0.52142], [-0.98751, 1.63147, 0.39131], [0.46012, -0.99368, -1.81756], [-1.46518, 3.01617, 2.55166], [3.55072, -0.88232, -0.74082], [3.94481, -1.38731, 1.07188], [3.22886, -2.45979, -0.13065], [-2.32004, -0.44906, -0.17858], [-2.45134, 0.23542, 1.66717], [-3.91205, 0.09827, 0.61431], [1.00911, -1.61326, 0.86821], [1.83855, -0.43090, 1.51394], [-2.59376, 1.49863, -0.95497], [-3.00670, 2.22160, 0.59095], [1.71471, 0.67887, -0.81833], [-0.28363, 1.25332, -0.19242], [-0.51730, -1.81697, -1.25009], [-0.14890, -0.15546, -2.87840], [1.39624, -1.78167, -2.61974]],
  "forces_ev_per_angstrom": [[2.03, 1.21, 1.00], [-1.18, 0.19, -0.77], [0.60, 2.11, -0.80], [-0.01, 0.37, 2.66], [1.60, 0.10, 0.30], [-1.30, -1.31, 0.17], [-1.46, 1.89, 0.48], [1.18, 0.88, -0.79], [-0.69, -0.08, -0.07], [-0.38, -0.49, 1.61], [-1.50, 0.13, -1.90], [-0.25, -1.53, -0.38], [-0.36, -1.05, 1.69], [0.08, -1.20, -0.52], [0.97, -0.40, -0.11], [-0.59, -1.77, -0.35], [0.32, 1.00, 0.01], [-0.08, 0.49, -2.29], [0.38, 0.71, -0.29], [1.08, 0.83, 0.17], [0.55, -0.97, -0.81], [-1.18, -1.08, 0.68], [-0.10, 0.40, 0.35], [0.29, -0.45, -0.04]],
  "mulliken_charge": [-0.954, -0.682, -0.727, -0.667, -0.326, -0.352, 0.277, 0.451, -0.159, 0.270, 0.272, 0.300, 0.124, 0.271, 0.318, 0.547, 0.314, 0.363, 0.313, 0.288, 0.247, -0.148, -0.133, -0.205],
  "e_above_lowest_kj_mol": 487.4,
  "lumo_ev": 0.78,
  "molar_mass_da": 166.73,
  "energy_ev": -28805.58583,
  "gap_ev": 8.912
}